Entry from the Open Molecules 2025 dataset: C17H30Cl5N4O3PRhS2 as an isolated structure at a distorted geometry (ωB97M-V/def2-TZVPD).

Computed properties:
LUMO (alpha / beta) (hartree): -0.3699 / -0.3679
Largest force on an atom (eV/A): 1.66
Gap between HOMO and LUMO (alpha / beta) (hartree): 0.2302 / 0.2329
Calculated total energy (Eh): -4658.86727
Charge: +3

Last column: Löwdin charge in e.
Positions of all 63 atoms, in Å:
Rh: -0.348 -0.027 -0.249  0.824
Cl: 1.521 0.038 -3.382  0.797
C: 1.673 -1.327 -2.362  -0.672
C: 1.060 -1.309 -1.126  -0.253
C: 1.150 -2.429 -0.330  -0.677
Cl: 0.320 -2.302 1.201  0.765
C: 1.814 -3.581 -0.711  -0.709
Cl: 1.835 -4.958 0.305  0.758
C: 2.462 -3.585 -1.955  -0.687
Cl: 3.326 -4.961 -2.456  0.788
C: 2.388 -2.454 -2.784  -0.685
Cl: 3.154 -2.460 -4.305  0.783
N: -2.410 -3.783 -0.034  0.165
C: -3.444 -3.083 -0.855  -0.157
P: -2.879 -1.321 -1.095  0.400
O: -2.517 -0.774 0.276  -0.433
O: -1.788 -1.207 -2.097  -0.319
C: -4.455 -0.431 -1.548  -0.155
N: -4.244 1.002 -1.177  0.153
H: -2.126 -3.172 0.742  0.100
H: -1.570 -3.971 -0.587  0.159
H: -2.744 -4.671 0.349  0.187
H: -4.395 -3.117 -0.326  0.119
H: -3.554 -3.584 -1.815  0.126
H: -5.277 -0.827 -0.954  0.118
H: -4.697 -0.525 -2.605  0.125
H: -3.545 1.439 -1.791  0.098
H: -3.850 1.023 -0.227  0.141
H: -5.102 1.556 -1.208  0.185
O: 0.394 1.131 1.409  -0.689
S: 0.313 0.735 2.903  1.013
C: 1.953 1.172 3.580  -0.278
C: 1.677 2.093 4.760  -0.211
C: 0.563 3.034 4.310  -0.208
C: -0.523 2.143 3.716  -0.281
H: 2.475 1.679 2.767  0.103
H: 2.487 0.260 3.843  0.103
H: 2.580 2.636 5.039  0.135
H: 1.356 1.515 5.628  0.129
H: 0.934 3.738 3.564  0.124
H: 0.167 3.610 5.145  0.133
H: -1.152 2.625 2.969  0.101
H: -1.156 1.706 4.490  0.105
C: 3.895 2.724 -1.625  -0.059
C: 2.715 3.593 -1.203  -0.190
N: 1.463 2.842 -1.058  0.027
C: 0.486 2.763 -1.945  -0.718
S: -0.996 1.969 -1.447  0.738
N: 0.562 3.337 -3.126  0.047
C: -0.484 3.334 -4.161  -0.220
C: -0.430 2.082 -5.028  -0.098
H: 4.797 3.334 -1.647  0.093
H: 3.743 2.295 -2.615  0.066
H: 4.053 1.912 -0.915  0.080
H: 2.562 4.404 -1.915  0.120
H: 2.916 4.051 -0.235  0.130
H: 1.331 2.335 -0.195  0.088
H: 1.454 3.720 -3.408  0.154
H: -0.332 4.221 -4.772  0.134
H: -1.450 3.429 -3.668  0.090
H: 0.549 1.981 -5.498  0.080
H: -1.175 2.155 -5.820  0.092
H: -0.630 1.188 -4.436  0.021

---

Entry from the Open Molecules 2025 dataset: C19H17F2N3O5V as an isolated structure at a distorted geometry (ωB97M-V/def2-TZVPD).

Computed properties:
LUMO (alpha / beta) (hartree): 0.0028 / 0.0027
Multiplicity: 4
Largest force on an atom (eV/A): 1.54
Gap between HOMO and LUMO (alpha / beta) (hartree): 0.2433 / 0.3088
Calculated total energy (Eh): -2418.46931

Last column: Löwdin spin population.
Positions of all 47 atoms, in Å:
V: 0.553 -1.108 0.586  2.675
O: 4.449 -2.037 1.668  0.008
C: 3.321 -1.873 1.032  0.019
O: 2.248 -1.833 1.591  0.030
C: 3.446 -1.748 -0.467  0.007
O: 2.397 -0.952 -1.004  0.023
C: 2.669 0.495 -0.882  0.006
C: 2.360 1.100 0.482  0.013
O: 3.093 2.000 0.866  0.019
O: 1.320 0.619 1.074  0.030
H: 4.259 -2.013 2.622  0.000
H: 3.347 -2.741 -0.892  0.002
H: 4.422 -1.348 -0.725  0.000
H: 1.996 0.973 -1.588  0.000
H: 3.700 0.698 -1.149  0.000
F: -1.697 -2.340 5.455  -0.001
C: -1.815 -2.137 4.126  0.002
C: -0.736 -1.682 3.404  0.016
C: -0.851 -1.503 2.015  0.005
C: -2.098 -1.798 1.409  0.017
C: -3.145 -2.244 2.197  0.001
F: -4.349 -2.539 1.639  -0.001
C: -3.037 -2.427 3.552  0.017
C: -2.183 -1.535 -0.062  0.028
C: -3.284 -1.753 -0.884  -0.002
C: -3.231 -1.387 -2.220  0.027
C: -2.084 -0.808 -2.740  -0.001
C: -1.015 -0.633 -1.897  0.032
N: -1.052 -0.987 -0.595  0.019
H: 0.191 -1.470 3.926  0.000
H: -3.871 -2.793 4.137  0.001
H: -4.172 -2.202 -0.471  -0.001
H: -4.094 -1.555 -2.856  0.002
H: -2.017 -0.495 -3.774  -0.001
H: -0.098 -0.173 -2.240  0.003
C: 1.962 3.847 -1.546  0.000
C: 0.528 3.428 -1.429  0.000
N: 0.104 2.265 -0.996  0.001
C: -1.289 2.342 -1.022  0.001
C: -1.692 3.554 -1.481  0.000
N: -0.519 4.245 -1.737  0.000
H: 2.521 3.486 -0.680  0.000
H: 2.049 4.935 -1.591  0.000
H: 2.422 3.435 -2.448  0.000
H: -1.908 1.526 -0.673  0.000
H: -2.670 3.982 -1.650  0.000
H: -0.448 5.184 -2.082  0.000

---

Entry from the Open Molecules 2025 dataset: C19H27N2SY as an isolated structure at a distorted geometry (ωB97M-V/def2-TZVPD).

Computed properties:
LUMO (hartree): -0.2452
Largest force on an atom (eV/A): 2.16
Gap between HOMO and LUMO (hartree): 0.2137
Calculated total energy (Eh): -1285.62863
Charge: +2

Last column: Löwdin charge in e.
Positions of all 50 atoms, in Å:
Y: -0.704 -0.302 0.225  1.622
C: 1.858 -0.259 1.688  -0.592
C: 0.595 -0.872 2.305  -0.251
C: 0.211 -2.038 1.559  -0.298
C: 0.998 -2.101 0.404  -0.250
C: 1.903 -1.027 0.378  -0.186
H: 2.766 -0.385 2.299  0.114
H: 0.203 -0.585 3.270  0.082
H: -0.538 -2.771 1.845  0.125
H: 0.939 -2.885 -0.342  0.128
H: 2.661 -0.854 -0.370  0.104
C: -0.453 4.767 0.209  -0.065
C: -1.536 3.712 0.431  -0.378
C: -2.906 4.381 0.591  -0.055
C: -1.549 2.650 -0.665  -0.225
C: -0.428 2.391 -1.464  -0.064
C: -0.440 1.398 -2.443  -0.048
C: -1.578 0.619 -2.677  -0.314
C: -1.574 -0.468 -3.720  -0.024
C: -2.709 0.894 -1.903  -0.060
C: -2.694 1.882 -0.917  -0.053
H: -0.525 5.533 0.980  0.089
H: -0.578 5.260 -0.758  0.105
H: 0.555 4.350 0.250  0.051
H: -1.304 3.194 1.372  0.129
H: -3.279 4.736 -0.372  0.103
H: -2.824 5.241 1.253  0.089
H: -3.653 3.715 1.022  0.078
H: 0.462 2.992 -1.352  0.106
H: 0.441 1.249 -3.056  0.135
H: -0.884 -1.273 -3.456  0.087
H: -1.250 -0.076 -4.684  0.102
H: -2.564 -0.901 -3.846  0.090
H: -3.622 0.339 -2.087  0.129
H: -3.604 2.066 -0.359  0.119
C: 4.030 3.895 1.274  -0.003
N: 3.348 3.476 2.490  -0.118
C: 3.670 4.101 3.788  -0.055
C: 2.752 3.363 4.781  -0.070
N: 2.079 2.392 3.903  0.075
C: 2.453 2.528 2.640  -0.548
S: 1.806 1.568 1.314  1.012
H: 5.105 3.873 1.443  0.110
H: 3.732 4.911 1.017  0.108
H: 3.777 3.222 0.461  0.069
H: 3.482 5.172 3.743  0.138
H: 4.727 3.944 4.000  0.140
H: 2.019 4.023 5.241  0.132
H: 3.306 2.853 5.565  0.132
H: 1.323 1.797 4.194  0.155

---

Entry from the Open Molecules 2025 dataset: CHCl2FS in the gas phase at a distorted geometry (ωB97M-V/def2-TZVPD).

Computed properties:
LUMO (hartree): 0.0162
Largest force on an atom (eV/A): 3.22
SMILES string: FC(S)(Cl)Cl
Gap between HOMO and LUMO (hartree): 0.3970
Calculated total energy (Eh): -1457.11877

Last column: Löwdin charge in e.
Positions of all 6 atoms, in Å:
C: -0.357 0.171 -0.017  -1.630
F: -0.466 0.145 1.375  -0.177
S: 0.474 -1.260 -0.693  0.712
Cl: 0.680 1.714 -0.144  0.498
Cl: -1.900 0.431 -0.682  0.672
H: 1.569 -1.202 0.161  -0.076

---

Repeat the third record exactly.
Entry from the Open Molecules 2025 dataset: C19H27N2SY as an isolated structure at a distorted geometry (ωB97M-V/def2-TZVPD).

Computed properties:
LUMO (hartree): -0.2452
Largest force on an atom (eV/A): 2.16
Gap between HOMO and LUMO (hartree): 0.2137
Calculated total energy (Eh): -1285.62863
Charge: +2

Last column: Löwdin charge in e.
Positions of all 50 atoms, in Å:
Y: -0.704 -0.302 0.225  1.622
C: 1.858 -0.259 1.688  -0.592
C: 0.595 -0.872 2.305  -0.251
C: 0.211 -2.038 1.559  -0.298
C: 0.998 -2.101 0.404  -0.250
C: 1.903 -1.027 0.378  -0.186
H: 2.766 -0.385 2.299  0.114
H: 0.203 -0.585 3.270  0.082
H: -0.538 -2.771 1.845  0.125
H: 0.939 -2.885 -0.342  0.128
H: 2.661 -0.854 -0.370  0.104
C: -0.453 4.767 0.209  -0.065
C: -1.536 3.712 0.431  -0.378
C: -2.906 4.381 0.591  -0.055
C: -1.549 2.650 -0.665  -0.225
C: -0.428 2.391 -1.464  -0.064
C: -0.440 1.398 -2.443  -0.048
C: -1.578 0.619 -2.677  -0.314
C: -1.574 -0.468 -3.720  -0.024
C: -2.709 0.894 -1.903  -0.060
C: -2.694 1.882 -0.917  -0.053
H: -0.525 5.533 0.980  0.089
H: -0.578 5.260 -0.758  0.105
H: 0.555 4.350 0.250  0.051
H: -1.304 3.194 1.372  0.129
H: -3.279 4.736 -0.372  0.103
H: -2.824 5.241 1.253  0.089
H: -3.653 3.715 1.022  0.078
H: 0.462 2.992 -1.352  0.106
H: 0.441 1.249 -3.056  0.135
H: -0.884 -1.273 -3.456  0.087
H: -1.250 -0.076 -4.684  0.102
H: -2.564 -0.901 -3.846  0.090
H: -3.622 0.339 -2.087  0.129
H: -3.604 2.066 -0.359  0.119
C: 4.030 3.895 1.274  -0.003
N: 3.348 3.476 2.490  -0.118
C: 3.670 4.101 3.788  -0.055
C: 2.752 3.363 4.781  -0.070
N: 2.079 2.392 3.903  0.075
C: 2.453 2.528 2.640  -0.548
S: 1.806 1.568 1.314  1.012
H: 5.105 3.873 1.443  0.110
H: 3.732 4.911 1.017  0.108
H: 3.777 3.222 0.461  0.069
H: 3.482 5.172 3.743  0.138
H: 4.727 3.944 4.000  0.140
H: 2.019 4.023 5.241  0.132
H: 3.306 2.853 5.565  0.132
H: 1.323 1.797 4.194  0.155

---

Question: Number 3 is which compound?
Answer: C19H27N2SY

---

Question: Which value of largest force on an atom does entry 4 give?
Answer: 3.22 eV/A